DFT (ωB97M-V with the def2-TZVPD basis set) results for 8 unconnected molecules or ions with the total composition C49H104B2FN4O13P2S in a non-equilibrium geometry.

Structure (XYZ):
```
176
Properties=species:S:1:pos:R:3:forces:R:3:lowdin_charge:R:1
C -7.61633 -1.49307 2.64893 -0.12 -0.09 -0.25 -0.143
C -6.84370 -1.20451 1.30321 -0.30 1.05 0.48 -0.259
C -5.44671 -0.52242 1.62076 -0.26 -0.25 -0.23 -0.197
C -4.25304 -0.98268 0.68878 -0.50 0.33 0.81 -0.109
C -3.04455 -1.70425 1.45811 -1.06 -0.59 -2.74 -0.326
C -3.69006 -3.06444 1.90684 -0.20 -1.44 0.89 -0.094
C -3.04286 -3.89262 3.08075 -0.54 -1.09 0.36 -0.203
C -2.93655 -5.46421 2.78715 0.46 0.60 0.96 -0.166
C -2.13095 -6.04448 4.03805 -0.93 0.31 -0.96 -0.220
N -1.66677 -7.44604 3.83025 2.64 0.18 -0.27 0.013
C -0.41341 -7.65676 4.54586 0.09 0.13 1.69 -0.502
N -0.28697 -7.49067 5.82363 -0.93 -0.05 -1.61 0.119
N 0.79864 -8.09511 3.82979 -1.07 -0.14 0.56 0.061
O -2.25258 -2.11787 0.30448 0.52 1.50 1.31 -0.301
P -0.53699 -1.80636 0.35779 -1.37 -0.17 -0.49 0.523
C -0.58433 -0.19939 -0.74378 -0.19 1.02 -0.06 -0.285
C -1.84283 0.04516 -1.62308 0.08 1.38 -0.27 -0.247
O -1.41326 0.60382 -2.91326 0.03 0.01 0.81 -0.130
C -0.32582 -3.49269 1.24962 0.64 -0.89 0.16 -0.206
C 0.87059 -4.41804 0.86509 0.72 -0.82 2.49 -0.354
C 1.46317 -5.02972 2.22211 0.48 -0.23 -1.67 -0.058
F 0.49339 -5.58425 0.09850 -0.20 1.14 0.10 -0.090
P 1.63409 -1.15297 0.63492 0.63 -0.20 2.04 0.417
S 2.07582 -1.15754 2.57615 0.41 -0.17 0.32 0.101
B -0.33307 -2.71126 -1.34409 -1.22 -1.08 -1.25 -0.496
O -1.56479 -3.25153 -1.89522 1.97 0.06 0.76 0.044
C 0.96185 -3.00627 -2.24008 0.47 -0.59 -1.36 -0.181
C 1.14022 -2.01526 -3.49856 -0.41 -0.89 -0.24 -0.114
O -0.72569 -0.98629 1.89010 -1.49 -0.63 -0.62 -0.405
C -2.09842 -0.80575 2.34941 1.66 1.87 0.03 -0.225
C -2.02832 -0.99384 3.92212 -0.51 -1.24 0.47 -0.045
C -1.86226 0.24210 4.83272 -0.22 1.61 1.43 -0.359
C -0.47046 0.91904 5.21856 -0.47 -0.45 0.14 -0.034
N -2.90565 0.75464 5.41991 0.98 -1.05 -1.18 0.113
B -2.17750 0.82670 2.18441 0.01 1.14 -0.21 -0.524
O -3.37561 1.60075 2.14493 0.90 -0.82 -0.47 0.098
O -0.96269 1.59453 2.13920 -1.53 -1.19 0.39 0.099
H -7.01459 -2.13513 3.35882 -0.66 0.49 -0.87 0.068
H -8.61708 -1.96653 2.43215 1.01 0.31 0.36 0.064
H -7.82090 -0.53497 3.20030 0.26 -0.77 -0.58 0.072
H -6.77474 -2.09471 0.62573 0.10 0.59 0.82 0.099
H -7.45841 -0.43410 0.74472 0.55 -0.95 0.39 0.101
H -5.57764 0.58885 1.52084 0.17 -1.10 0.29 0.101
H -5.20999 -0.72534 2.70301 -0.05 0.25 -0.98 0.111
H -4.61955 -1.74751 -0.05942 0.46 0.79 0.79 0.123
H -3.92249 -0.08767 0.10553 0.10 -0.92 0.49 0.090
H -4.79784 -3.02993 2.14817 1.18 0.53 -0.22 0.114
H -3.65546 -3.74360 1.00006 0.11 1.08 0.77 0.133
H -2.02660 -3.58425 3.41859 -0.88 0.09 -0.58 0.074
H -3.72120 -3.82007 3.98614 0.82 0.09 -0.77 0.111
H -3.96097 -5.91606 2.74062 0.85 0.29 -0.04 0.110
H -2.40101 -5.66745 1.81551 -0.44 0.22 1.00 0.104
H -1.22935 -5.39376 4.20249 -1.01 -0.37 0.13 0.110
H -2.84295 -6.02359 4.90845 0.95 0.13 -0.57 0.107
H -1.40199 -7.57196 2.84582 -0.42 0.09 0.29 0.100
H -1.20136 -7.21834 6.21307 0.32 -0.13 0.07 0.020
H 1.23150 -8.73066 4.51145 -0.11 0.29 -0.42 0.066
H 1.44412 -7.29933 3.79524 -0.44 -0.16 -0.24 0.051
H 0.31483 -0.30508 -1.43404 -1.08 -0.03 0.49 0.057
H -0.36393 0.74562 -0.15528 -0.32 -0.87 -0.54 0.078
H -2.46192 0.87569 -1.15179 0.38 -1.11 -0.22 0.112
H -2.51932 -0.80252 -1.86470 0.85 0.32 0.39 0.097
H -0.78764 1.29760 -2.64775 -0.16 -0.12 -0.49 0.059
H -0.22750 -3.26594 2.34924 -0.19 -0.45 -1.09 0.074
H -1.26037 -4.08240 1.01753 1.02 0.69 0.37 0.093
H 1.74546 -3.97375 0.34209 -0.91 -0.12 0.01 0.096
H 2.06337 -5.93205 1.88866 -0.66 0.80 0.62 0.080
H 0.61967 -5.33096 2.89161 0.83 0.31 -0.42 0.053
H 2.17751 -4.29394 2.67018 -0.93 -0.48 -0.09 0.059
H 1.85982 0.17896 0.17921 0.10 -0.57 -0.45 -0.039
H 2.59433 -1.99961 0.03663 0.03 0.53 -0.54 -0.058
H -1.32535 -4.08519 -2.33089 -0.15 0.42 -0.34 0.083
H 1.94521 -3.11741 -1.72221 -0.83 0.24 -0.30 0.062
H 0.78256 -4.01857 -2.73330 0.17 0.90 0.69 0.100
H 1.89522 -1.21089 -3.31222 -0.83 -0.54 -0.11 0.063
H 0.14324 -1.60119 -3.83298 1.13 -0.11 0.57 0.071
H 1.49060 -2.64525 -4.37166 -0.10 0.82 0.91 0.065
H -1.16410 -1.69437 4.13150 -0.86 0.75 -0.31 0.133
H -2.98726 -1.50779 4.23749 1.01 0.72 -0.10 0.122
H -0.54840 1.28322 6.28756 -0.04 -0.54 -1.07 0.072
H 0.37940 0.19403 5.17077 -0.58 0.80 -0.37 0.068
H -0.29825 1.84601 4.60520 0.09 -1.24 0.34 0.073
H -2.61344 1.54101 6.00888 -0.05 -0.22 -0.14 0.036
H -3.34617 2.11636 1.32374 -0.04 0.17 0.43 0.103
H -1.11823 2.44761 2.56852 -0.14 -0.08 -0.42 0.094
C 6.10732 1.49680 0.79305 -0.12 0.30 0.17 -0.183
C 6.98395 0.29661 0.50532 0.21 -0.11 -0.28 -0.183
C 6.27414 -0.80065 1.27971 -0.25 -0.04 0.20 -0.204
O 4.88209 -0.46858 1.28736 0.60 0.20 -0.30 -0.218
C 4.72292 0.87502 0.82044 -0.17 -0.21 -0.01 -0.234
H 6.20130 2.29472 0.05841 0.03 -0.06 0.05 0.094
H 6.35177 1.90780 1.77775 -0.01 0.02 -0.05 0.119
H 6.96535 0.07124 -0.56593 0.03 0.01 0.04 0.115
H 8.02441 0.42826 0.80749 -0.03 0.00 0.00 0.105
H 6.61663 -0.83859 2.32021 0.10 -0.05 -0.01 0.117
H 6.41225 -1.78764 0.83199 -0.09 -0.01 0.05 0.115
H 4.28731 0.83241 -0.18546 -0.01 0.11 -0.03 0.105
H 4.03268 1.41025 1.47577 -0.07 -0.17 0.02 0.111
C 9.57746 5.26644 -0.98469 0.08 0.25 0.19 -0.177
C 10.45738 4.06680 -1.27491 0.13 -0.13 -0.29 -0.175
C 9.75216 2.96607 -0.50333 -0.10 -0.14 0.24 -0.204
O 8.35758 3.29562 -0.49489 0.33 0.24 -0.14 -0.157
C 8.19508 4.64227 -0.95937 -0.20 -0.14 -0.13 -0.199
H 9.66889 6.06707 -1.71805 -0.02 -0.01 0.09 0.096
H 9.82087 5.67598 -0.00014 -0.04 0.05 -0.08 0.120
H 10.43885 3.84332 -2.34622 0.04 -0.02 0.05 0.115
H 11.49693 4.19995 -0.97277 -0.05 -0.02 0.01 0.112
H 10.09492 2.92638 0.53640 0.09 -0.04 -0.02 0.119
H 9.89263 1.98111 -0.95337 -0.12 0.00 0.05 0.117
H 7.75967 4.60097 -1.96450 -0.02 0.10 -0.01 0.118
H 7.50481 5.17578 -0.30304 -0.02 -0.11 0.01 0.121
C 7.85806 9.92283 -2.82044 -0.34 0.14 0.03 -0.177
C 9.21839 10.52370 -2.52786 0.29 0.07 -0.22 -0.179
C 9.57567 9.86409 -1.20854 -0.04 -0.04 0.30 -0.202
O 8.95115 8.57386 -1.20831 -0.06 0.26 -0.22 -0.154
C 8.02163 8.50763 -2.29811 0.12 -0.28 0.00 -0.211
H 7.57929 9.95763 -3.87409 0.01 -0.03 0.05 0.114
H 7.08879 10.44721 -2.24563 0.01 -0.04 -0.05 0.116
H 9.93122 10.22279 -3.30166 -0.01 0.04 0.04 0.115
H 9.21580 11.61279 -2.47223 0.00 -0.05 0.02 0.112
H 9.17761 10.43070 -0.35997 0.07 0.07 -0.02 0.117
H 10.65315 9.74894 -1.07482 -0.05 -0.09 0.04 0.117
H 8.44691 7.84888 -3.06382 -0.09 0.00 -0.06 0.114
H 7.08096 8.07568 -1.95149 0.09 -0.04 0.07 0.120
C -4.56661 -0.13849 -5.97168 -0.09 0.20 -0.19 -0.174
C -3.77189 -0.29383 -4.68992 0.23 -0.14 -0.04 -0.171
C -4.85717 -0.19265 -3.63499 -0.09 0.13 0.14 -0.192
O -6.05915 -0.71328 -4.22637 0.13 0.08 -0.23 -0.141
C -5.85584 -0.86596 -5.63523 -0.12 -0.22 0.13 -0.214
H -4.06590 -0.54572 -6.85146 -0.03 0.00 0.02 0.112
H -4.77234 0.92149 -6.15461 0.00 -0.04 -0.04 0.090
H -3.31001 -1.28547 -4.65761 0.02 0.06 0.06 0.123
H -2.98724 0.44974 -4.56538 -0.04 -0.11 0.09 0.096
H -5.04427 0.85054 -3.35553 0.08 0.02 0.05 0.119
H -4.61926 -0.75667 -2.73161 -0.13 -0.01 -0.03 0.106
H -5.77399 -1.93764 -5.84939 0.00 0.01 -0.12 0.114
H -6.71832 -0.46824 -6.17581 -0.06 -0.03 0.09 0.110
C -4.44532 4.09366 -6.67384 0.21 0.03 0.31 -0.181
C -5.85890 3.61314 -6.93692 -0.14 -0.27 -0.19 -0.186
C -6.61216 4.92165 -7.09037 -0.09 0.23 0.13 -0.206
O -5.68427 5.87149 -7.63105 0.07 -0.22 0.08 -0.144
C -4.36195 5.32239 -7.56064 -0.01 0.08 -0.27 -0.208
H -3.67904 3.35187 -6.90145 -0.03 0.04 0.01 0.112
H -4.34052 4.38200 -5.62361 0.04 -0.04 -0.05 0.118
H -5.89070 3.05060 -7.87521 -0.03 0.00 0.06 0.117
H -6.26204 2.97977 -6.14594 0.00 0.04 -0.03 0.111
H -6.95438 5.29952 -6.12096 -0.07 -0.08 0.01 0.117
H -7.47513 4.83456 -7.75368 0.05 0.10 -0.02 0.115
H -4.05321 5.05729 -8.57801 0.10 -0.02 0.03 0.115
H -3.67256 6.07514 -7.17321 -0.09 0.05 -0.04 0.114
C -5.17330 -7.95680 8.17669 -0.09 -0.16 0.32 -0.180
C -5.40388 -6.53984 7.69017 -0.18 0.12 -0.30 -0.177
C -4.04531 -5.90394 7.91998 0.23 0.14 0.15 -0.202
O -3.07055 -6.94458 7.76837 -0.31 -0.05 0.00 -0.160
C -3.74310 -8.21056 7.73720 0.21 -0.09 -0.27 -0.205
H -5.87835 -8.68211 7.76889 0.05 0.02 0.00 0.112
H -5.24101 -7.99035 9.26863 -0.01 -0.03 -0.05 0.113
H -5.63705 -6.54785 6.62108 0.00 0.03 0.05 0.115
H -6.20985 -6.02132 8.21065 0.06 0.00 -0.01 0.112
H -3.95862 -5.50721 8.93723 -0.05 0.07 -0.02 0.117
H -3.83365 -5.09863 7.21371 0.10 -0.05 0.03 0.114
H -3.70473 -8.58646 6.70891 -0.02 -0.08 0.03 0.118
H -3.22263 -8.91792 8.38552 0.08 0.09 -0.03 0.117
C 1.56648 5.25650 -4.27037 0.03 0.29 0.23 -0.180
C 2.48434 4.07678 -4.52288 0.17 -0.10 -0.30 -0.178
C 1.76609 2.95822 -3.79091 -0.05 -0.19 0.28 -0.199
O 0.36519 3.26000 -3.84886 0.22 0.21 -0.05 -0.146
C 0.19688 4.60362 -4.31490 -0.23 -0.18 -0.12 -0.205
H 1.67684 6.06319 -4.99631 -0.03 -0.04 0.02 0.110
H 1.75361 5.66584 -3.27291 -0.02 0.01 -0.05 0.115
H 2.52208 3.85880 -5.59467 0.03 -0.01 0.05 0.114
H 3.50500 4.22940 -4.17021 -0.05 -0.03 0.01 0.112
H 2.05903 2.92015 -2.73623 0.09 -0.04 -0.03 0.121
H 1.94815 1.97884 -4.23748 -0.13 0.00 0.05 0.119
H -0.18840 4.55846 -5.33979 -0.02 0.10 -0.01 0.116
H -0.53548 5.11913 -3.69063 -0.02 -0.11 0.01 0.117
```
Positions in Å, forces in eV/Å.

## Properties
- E: -118558.3648 eV
- Total charge: -1
- HOMO energy: -3.955 eV
- Max |F|: 0.05832 Eh/bohr